one.
{"formula": "C5H8N2O2", "method": "ωB97M-V/def2-TZVPD", "smiles": "O=C1NN[C@H]2C[C@@]12CO", "total_charge": 0, "species": ["C", "C", "C", "C", "C", "H", "H", "H", "H", "H", "H", "H", "H", "N", "N", "O", "O"], "xyz": [[-1.440, -0.584, -0.862], [-0.188, -0.469, -0.010], [0.200, -1.289, 1.169], [1.064, -1.185, -0.161], [0.228, 0.989, 0.122], [-2.065, 0.521, 0.461], [-1.611, -1.677, -1.059], [-1.222, 0.217, -1.705], [0.805, -1.226, 2.048], [-0.347, -2.163, 1.218], [1.326, -2.393, -0.524], [3.390, -0.080, -0.161], [1.650, 1.883, -0.705], [2.184, -0.158, -0.523], [1.473, 1.112, -0.099], [-2.592, -0.162, -0.119], [-0.746, 1.845, 0.524]], "mulliken_charge": [-0.318, 0.597, -1.104, -0.190, 0.319, 0.395, 0.305, 0.211, 0.332, 0.352, 0.273, 0.311, 0.297, -0.445, -0.111, -0.518, -0.705]}

two.
{"formula": "C5H8N2O2", "method": "ωB97M-V/def2-TZVPD", "smiles": "C=C1NC=NO[C@@H](C)O1", "total_charge": 0, "species": ["C", "C", "C", "C", "C", "H", "H", "H", "H", "H", "H", "H", "H", "N", "N", "O", "O"], "xyz": [[2.130, 1.251, -0.168], [0.929, 0.572, 0.012], [-0.774, -0.731, 1.421], [-1.023, 0.092, -0.848], [-1.804, -0.262, -2.053], [2.483, 2.364, 0.475], [2.776, 0.455, -0.541], [1.898, 1.627, -1.252], [0.401, 1.292, 0.595], [-1.467, -1.066, 2.080], [-2.658, -0.370, 0.296], [-2.945, -0.306, -1.925], [-1.287, -0.003, -3.069], [0.391, -0.829, 1.671], [-1.609, 0.010, 0.396], [1.209, -0.446, 0.837], [0.364, -0.028, -1.000]], "mulliken_charge": [-1.341, 0.491, -0.098, 0.614, -1.010, 0.257, 0.367, 0.325, 0.508, 0.478, 0.338, 0.223, 0.229, -0.456, -0.324, -0.200, -0.402]}

Most stable structure, least stable structure: one, two.

one.
{"formula": "C24H23N2O", "method": "ωB97M-V/def2-TZVPD", "total_charge": 1, "species": ["C", "C", "N", "C", "C", "C", "N", "H", "H", "H", "H", "H", "H", "H", "H", "C", "C", "C", "C", "O", "C", "C", "C", "C", "C", "C", "C", "C", "C", "C", "C", "C", "C", "C", "C", "H", "H", "H", "H", "H", "H", "H", "H", "H", "H", "H", "H", "H", "H", "H"], "xyz": [[2.286, -4.141, 0.691], [0.952, -3.555, 0.692], [0.672, -2.258, 0.622], [-0.709, -2.182, 0.683], [-1.278, -3.430, 0.716], [-2.708, -3.836, 0.686], [-0.203, -4.309, 0.743], [2.962, -3.293, 0.670], [2.456, -4.732, 1.615], [2.460, -4.774, -0.201], [-1.239, -1.250, 0.683], [-3.311, -2.904, 0.676], [-3.008, -4.411, -0.238], [-3.050, -4.430, 1.584], [-0.280, -5.326, 0.818], [-4.233, 3.532, -2.841], [-3.449, 4.163, -1.864], [-2.075, 4.253, -2.012], [-1.484, 3.686, -3.151], [-0.126, 3.363, -3.128], [0.298, 2.375, -2.242], [0.243, 1.014, -2.576], [0.613, 0.077, -1.634], [1.169, 0.437, -0.374], [1.786, -0.602, 0.464], [2.007, -0.377, 1.877], [2.919, -1.210, 2.609], [3.330, -0.853, 3.890], [2.852, 0.326, 4.498], [1.751, 0.990, 3.911], [1.312, 0.613, 2.633], [1.175, 1.830, -0.067], [0.799, 2.791, -0.994], [-2.257, 3.097, -4.163], [-3.622, 2.980, -3.977], [-5.294, 3.411, -2.697], [-3.927, 4.553, -0.967], [-1.440, 4.696, -1.226], [-0.150, 0.673, -3.536], [0.439, -0.978, -1.798], [2.546, -1.275, -0.083], [3.287, -2.107, 2.125], [4.099, -1.454, 4.383], [3.368, 0.725, 5.394], [1.298, 1.843, 4.442], [0.411, 1.115, 2.255], [1.433, 2.228, 0.906], [0.826, 3.871, -0.795], [-1.712, 2.617, -4.987], [-4.197, 2.424, -4.716]], "mulliken_charge": [-1.143, 0.412, 0.189, -0.493, 0.121, -1.215, -0.044, 0.177, 0.323, 0.354, 0.473, 0.313, 0.301, 0.318, 0.256, -0.502, -0.435, -0.311, 0.261, -0.489, 0.002, -0.812, -0.467, -0.396, 0.316, 1.067, -0.387, -0.799, -0.420, -0.752, -0.447, -0.135, -0.388, -0.249, -0.405, 0.393, 0.366, 0.316, 0.390, 0.393, 0.467, 0.184, 0.385, 0.393, 0.366, 0.740, 0.649, 0.554, 0.445, 0.364]}

two.
{"formula": "C24H23N2O", "method": "ωB97M-V/def2-TZVPD", "total_charge": 1, "species": ["C", "N", "C", "C", "C", "C", "C", "C", "C", "C", "C", "C", "C", "C", "C", "C", "C", "H", "H", "H", "H", "H", "H", "H", "H", "H", "H", "H", "H", "H", "H", "C", "C", "C", "N", "C", "C", "C", "C", "C", "O", "H", "H", "H", "H", "H", "H", "H", "H", "H"], "xyz": [[4.224, -0.292, 1.046], [2.839, -0.706, 1.026], [1.796, 0.143, 0.863], [0.573, -0.578, 0.944], [-0.711, -0.040, 0.881], [-1.918, -0.829, 0.933], [-2.129, -1.935, 0.069], [-3.261, -2.738, 0.184], [-4.207, -2.474, 1.184], [-4.041, -1.365, 2.024], [-2.941, -0.528, 1.869], [0.964, -1.979, 1.220], [0.301, -3.146, 1.579], [1.041, -4.330, 1.788], [2.446, -4.338, 1.712], [3.141, -3.146, 1.441], [2.380, -2.011, 1.213], [4.863, -1.172, 1.103], [4.452, 0.284, 0.143], [4.436, 0.353, 1.906], [1.966, 1.199, 0.691], [-0.793, 1.042, 0.961], [-1.362, -2.161, -0.673], [-3.388, -3.588, -0.487], [-5.076, -3.121, 1.295], [-4.768, -1.155, 2.809], [-2.806, 0.351, 2.505], [-0.783, -3.142, 1.683], [0.513, -5.260, 2.009], [3.010, -5.259, 1.880], [4.229, -3.069, 1.399], [-3.381, 2.519, -0.742], [-2.153, 2.192, -1.569], [-0.890, 2.442, -0.986], [0.155, 2.816, -1.821], [0.381, 2.225, -3.042], [1.478, 2.576, -3.804], [2.394, 3.517, -3.332], [2.135, 4.130, -2.100], [1.032, 3.769, -1.356], [-2.287, 1.734, -2.727], [-3.196, 2.491, 0.339], [-3.709, 3.537, -1.012], [-4.182, 1.815, -0.996], [-0.812, 2.814, 0.040], [-0.370, 1.509, -3.348], [1.579, 2.078, -4.766], [3.282, 3.766, -3.905], [2.791, 4.890, -1.683], [0.765, 4.171, -0.384]], "mulliken_charge": [-0.868, 0.153, -1.178, 1.031, -0.429, 0.375, -0.580, -0.508, -0.401, -0.748, -0.302, 0.684, 0.025, -0.878, -0.659, -0.938, 0.294, 0.281, 0.340, 0.343, 0.587, 0.596, 0.498, 0.424, 0.419, 0.413, 0.428, 0.407, 0.408, 0.393, 0.248, -1.241, 0.735, -0.724, 0.320, -0.102, -0.655, -0.296, -0.657, -0.059, -0.738, 0.278, 0.358, 0.309, 0.464, 0.498, 0.391, 0.433, 0.410, 0.417]}

Most stable structure, least stable structure: one, two.

one.
{"formula": "C11H17N4", "method": "ωB97M-V/def2-TZVPD", "smiles": "CC1=C[N@@H+](C)[C@H]([C@H]2N=C[C@H](C)C=N2)N=C1", "total_charge": 1, "species": ["C", "C", "C", "C", "C", "C", "C", "C", "C", "C", "C", "N", "N", "N", "N", "H", "H", "H", "H", "H", "H", "H", "H", "H", "H", "H", "H", "H", "H", "H", "H", "H"], "xyz": [[2.467, -0.252, -0.446], [1.695, 1.578, 0.760], [-1.905, 0.157, -1.150], [-2.610, 1.002, 1.054], [2.729, 1.022, -0.166], [-3.058, 0.807, -0.351], [-1.073, -0.713, 0.829], [0.563, -0.398, 1.215], [3.953, 1.747, -0.775], [-4.247, -0.168, -0.466], [1.688, -2.478, 0.108], [0.744, 0.960, 1.317], [-1.058, -0.593, -0.605], [-1.826, 0.196, 1.598], [1.278, -0.995, 0.034], [3.115, -0.967, -1.176], [1.863, 2.697, 0.829], [-1.692, 0.190, -2.231], [-3.167, 1.738, 1.544], [-3.481, 1.835, -0.644], [-1.398, -1.823, 0.955], [0.938, -0.773, 2.109], [3.525, 2.680, -1.183], [4.420, 1.020, -1.361], [4.506, 2.173, 0.096], [-3.736, -1.248, -0.483], [-4.964, -0.053, -1.355], [-4.929, -0.009, 0.414], [2.024, -2.813, 1.051], [0.778, -2.986, 0.095], [2.224, -2.769, -0.842], [0.632, -0.765, -0.775]], "mulliken_charge": [-0.219, -0.095, -0.590, -0.196, 0.431, 0.294, 0.012, -0.384, -1.321, -1.068, -0.884, -0.505, -0.338, -0.475, 0.144, 0.103, 0.346, 0.416, 0.498, 0.366, 0.307, 0.482, 0.351, 0.379, 0.337, 0.267, 0.313, 0.330, 0.353, 0.416, 0.354, 0.577]}

two.
{"formula": "C11H17N4", "method": "ωB97M-V/def2-TZVPD", "smiles": "C=C1N(C)c2c(NC)ccnc2[N+]1(C)C", "total_charge": 1, "species": ["C", "C", "C", "C", "C", "C", "C", "C", "C", "C", "C", "N", "N", "N", "N", "H", "H", "H", "H", "H", "H", "H", "H", "H", "H", "H", "H", "H", "H", "H", "H", "H"], "xyz": [[2.151, -1.666, -0.093], [1.271, -2.722, -0.120], [0.429, -0.110, 0.155], [1.799, -0.317, 0.040], [-0.387, -1.214, 0.103], [-1.594, 0.787, 0.204], [-2.595, 1.676, 0.145], [0.141, 2.376, -0.399], [-2.514, -1.084, 1.310], [-2.383, -0.948, -1.201], [3.970, 0.773, 0.065], [-0.070, -2.444, -0.007], [-0.244, 1.068, 0.136], [-1.738, -0.670, 0.152], [2.557, 0.714, 0.205], [3.152, -1.920, -0.055], [1.512, -3.717, -0.582], [-2.362, 2.656, 0.461], [-3.565, 1.324, 0.500], [0.081, 3.058, 0.393], [1.091, 2.260, -0.793], [-0.512, 2.583, -1.264], [-2.042, -0.517, 2.211], [-3.514, -0.828, 1.270], [-2.483, -2.219, 1.234], [-1.631, -0.467, -1.938], [-2.515, -2.072, -1.527], [-3.402, -0.422, -1.143], [4.439, 0.043, -0.531], [4.285, 1.748, -0.272], [4.589, 0.681, 0.984], [2.087, 1.590, 0.354]], "mulliken_charge": [-0.483, -0.949, 1.550, 0.231, -0.149, 0.393, -1.407, -1.681, -0.875, -0.643, -1.161, -0.602, -0.061, 0.441, -0.164, 0.467, 0.373, 0.389, 0.318, 0.381, 0.807, 0.465, 0.312, 0.445, 0.379, 0.311, 0.289, 0.392, 0.424, 0.346, 0.348, 0.114]}

Most stable structure, least stable structure: two, one.

one.
{"formula": "C5H15N3", "method": "ωB97M-V/def2-TZVPD", "total_charge": 0, "species": ["N", "C", "C", "N", "C", "C", "C", "N", "H", "H", "H", "H", "H", "H", "H", "H", "H", "H", "H", "H", "H", "H", "H"], "xyz": [[3.403, -0.709, -0.416], [2.827, 0.420, 0.309], [1.369, 0.601, -0.077], [0.542, -0.451, 0.512], [-1.284, 0.579, -1.487], [-1.017, 0.119, -0.024], [-2.088, -0.773, 0.612], [-3.126, -0.219, 1.424], [2.787, -1.285, -0.952], [4.269, -1.101, -0.113], [2.849, 0.155, 1.376], [3.467, 1.273, 0.080], [1.031, 1.581, 0.305], [1.343, 0.728, -1.167], [-0.073, -0.816, -0.237], [-1.461, 1.645, -1.383], [-2.206, 0.084, -1.791], [-0.457, 0.318, -2.140], [-1.087, 0.979, 0.646], [-2.515, -1.432, -0.162], [-1.538, -1.482, 1.239], [-3.954, 0.184, 1.041], [-3.081, -0.399, 2.402]], "mulliken_charge": [-0.459, -0.528, -0.444, -0.528, -1.166, 0.079, -0.767, -0.469, 0.153, 0.152, 0.310, 0.291, 0.394, 0.173, 0.229, 0.239, 0.437, 0.366, 0.434, 0.357, 0.427, 0.152, 0.169]}

two.
{"formula": "C5H15N3", "method": "ωB97M-V/def2-TZVPD", "smiles": "CN(CCN)CCN", "total_charge": 0, "species": ["N", "C", "C", "N", "C", "C", "C", "N", "H", "H", "H", "H", "H", "H", "H", "H", "H", "H", "H", "H", "H", "H", "H"], "xyz": [[1.785, -2.367, 1.361], [0.924, -1.445, 0.613], [1.297, -0.030, 0.968], [0.328, 1.045, 0.512], [-0.770, 1.160, 1.496], [-0.022, 1.066, -0.902], [-0.918, 0.118, -1.686], [-2.139, 0.884, -2.031], [2.661, -2.563, 0.904], [1.242, -3.197, 1.550], [-0.142, -1.661, 0.627], [1.080, -1.416, -0.491], [2.272, 0.407, 0.731], [1.522, 0.320, 2.010], [-1.729, 0.674, 1.267], [-0.999, 2.223, 1.693], [-0.321, 0.902, 2.460], [0.963, 1.192, -1.435], [-0.367, 2.106, -1.002], [-0.351, -0.279, -2.563], [-1.258, -0.733, -1.104], [-2.950, 0.274, -2.035], [-2.107, 1.322, -2.943]], "mulliken_charge": [-0.582, -0.303, -1.043, 0.015, -1.016, -1.018, -0.214, -0.572, 0.222, 0.234, 0.384, 0.213, 0.402, 0.473, 0.286, 0.322, 0.404, 0.349, 0.486, 0.236, 0.313, 0.198, 0.210]}

Most stable structure, least stable structure: two, one.